[1]
Entry from the OMol25 dataset: a structure of composition C6H14S in a non-equilibrium geometry (ωB97M-V with the def2-TZVPD basis set).

Geometry as XYZ:
```
21
Properties=species:S:1:pos:R:3:lowdin_charge:R:1
C 1.03329 -0.77747 1.87211 -0.29
C 0.28429 -0.10659 -0.54414 -0.47
C 0.58176 -0.28806 -1.80032 -0.15
C -2.60330 -1.55780 1.41568 -0.06
C 3.10903 0.56427 0.46890 -0.32
C -2.74534 -0.66953 0.40384 -0.09
S 1.29554 0.56543 0.69434 0.91
H 2.00207 -0.89803 2.57050 0.11
H 0.18377 -0.50649 2.38317 -0.01
H 1.45938 0.03150 -2.23159 0.00
H -2.77276 4.08568 -4.59413 0.00
H -0.17786 -0.49324 -2.59579 0.06
H 0.87058 -1.65624 1.27355 0.04
H -1.46439 -1.63204 1.71695 0.05
H -3.36970 -2.18187 1.87044 0.04
H 3.47549 -0.42384 0.19712 0.04
H 3.36603 1.22001 -0.48681 0.09
H 3.63421 0.98918 1.38603 0.06
H -2.04945 0.02195 -0.05570 0.00
H -3.64199 -0.40958 -0.11400 0.02
H -2.47064 4.12276 -3.83015 0.00
```

The total charge is 0. The value obtained for the frontier orbital gap is 0.29658 hartree. Its multiplicity is 1. The value obtained for the HOMO energy is -0.275 Eh.



[2]
Entry from the OMol25 dataset: an isolated molecule of C4H9NO3S in a non-equilibrium geometry (ωB97M-V with the def2-TZVPD basis set).

Geometry as XYZ:
```
18
Properties=species:S:1:pos:R:3:lowdin_charge:R:1
C -3.20515 0.11113 1.23261 -0.05
C -2.09875 0.40178 0.22926 -0.24
O -1.41364 -0.76532 -0.12387 0.09
C -0.14798 -0.88169 -0.21563 -0.72
O 0.34737 -1.99323 -0.21042 0.08
O 0.54712 0.22152 -0.28436 -0.15
S 2.26078 0.23027 0.16964 0.77
C 3.15421 0.11637 -1.45075 -0.17
N 2.75370 1.15444 1.12294 -0.35
H -3.69162 1.07970 1.56150 0.10
H -4.01631 -0.31282 0.72946 0.05
H -2.68926 -0.50018 2.04766 0.11
H -1.43526 1.21653 0.52888 0.13
H -2.55748 0.87765 -0.58839 0.11
H 2.29104 -1.12178 0.44370 0.06
H 2.51042 0.77899 -2.16999 0.10
H 4.20968 0.35183 -1.47752 0.05
H 3.18113 -0.96520 -1.54475 0.04
```

As for the SMILES: CCOC(=O)O[S@@H](C)#N. The total charge is 0. The value obtained for the frontier orbital gap is 0.37079 hartree. Its multiplicity is 1. The value obtained for the HOMO energy is -0.347 Eh.



[3]
Entry from the OMol25 dataset: an isolated molecule of C6H4O in a non-equilibrium geometry (ωB97M-V with the def2-TZVPD basis set).

Geometry as XYZ:
```
11
Properties=species:S:1:pos:R:3:lowdin_charge:R:1
C -1.78626 -0.19225 -0.68102 0.06
C -0.57854 0.19353 -0.16864 -0.18
C -0.07362 1.23410 0.73602 -0.06
C 1.15995 0.74231 0.86330 -0.03
C 0.94727 -0.42524 0.01769 -0.14
C 1.45580 -1.54063 -0.42864 -0.14
O 1.94114 -2.45138 -0.95619 0.18
H -2.07064 -1.18741 -1.19551 0.09
H -2.47705 0.56252 -0.84914 0.02
H -0.52650 2.04398 1.19005 0.08
H 2.00845 1.02049 1.47208 0.11
```

As for the SMILES: C=C1C=CC1=C=O. The total charge is 0. The value obtained for the frontier orbital gap is 0.32894 hartree. Its multiplicity is 1. The value obtained for the HOMO energy is -0.305 Eh.



[4]
Entry from the OMol25 dataset: the ion C3H7N2S with charge +1 in a non-equilibrium geometry (ωB97M-V with the def2-TZVPD basis set).

Geometry as XYZ:
```
13
Properties=species:S:1:pos:R:3:lowdin_charge:R:1
C -1.43490 -0.47687 0.07987 0.07
C -0.72758 1.16653 1.55674 -0.35
C 0.41180 0.17936 -0.83533 -0.62
N -1.58776 0.33677 0.98740 -0.09
N 1.37955 -1.06374 -0.93340 0.11
S 0.72511 1.43116 0.17910 0.88
H -2.30905 -1.04479 -0.20907 0.10
H -1.17062 2.26100 1.54290 0.14
H -0.30939 0.77018 2.52552 0.12
H 0.05120 0.49565 -1.85585 0.10
H 2.06773 -0.87303 -1.68442 0.15
H 0.94162 -1.93635 -1.33348 0.17
H 1.96230 -1.24587 -0.01997 0.21
```

The total charge is +1. The value obtained for the frontier orbital gap is 0.35031 hartree. Its multiplicity is 1. The value obtained for the HOMO energy is -0.500 Eh.



[5]
Entry from the OMol25 dataset: a structure of composition C47H37F3N3SSbTeTi in a non-equilibrium geometry (ωB97M-V with the def2-TZVPD basis set).

Geometry as XYZ:
```
94
Properties=species:S:1:pos:R:3:lowdin_charge:R:1
Ti 0.67266 -1.53414 -1.69104 0.55
C -6.53070 -1.50833 -1.13745 -0.05
C -5.28796 -0.64423 -0.85804 -0.58
C -5.72913 0.55703 0.02536 -0.03
C -4.78070 -0.12329 -2.18968 -0.06
C -4.29713 -1.40195 -0.07356 -0.19
C -4.60108 -2.05634 1.11458 -0.04
C -3.72190 -2.80191 1.79959 -0.07
C -2.39160 -2.93084 1.36097 -0.44
S -0.97429 -3.61266 2.05811 1.14
C 0.02620 -2.91620 0.86772 -0.54
N -0.63898 -2.27086 -0.07986 -0.03
C -2.03081 -2.24533 0.21747 -0.28
C -2.98352 -1.48976 -0.48897 0.02
C 1.50033 -3.07239 0.86094 -0.26
C 2.18425 -3.47351 2.04618 -0.06
C 3.54936 -3.60641 1.95165 -0.10
C 4.14507 -3.38746 0.73322 -0.10
C 3.47390 -2.85449 -0.37715 -0.13
C 2.06950 -2.67479 -0.37660 -0.17
H -7.23805 -0.89161 -1.75485 0.09
H -7.13374 -1.81933 -0.26433 0.08
H -6.35760 -2.43186 -1.76815 0.11
H -6.36598 1.21214 -0.58999 0.08
H -4.88350 1.15393 0.48076 0.11
H -6.42586 0.18664 0.75329 0.07
H -5.59152 0.45343 -2.57754 0.07
H -4.49661 -0.96108 -2.88469 0.09
H -3.90024 0.46057 -1.95942 0.08
H -5.60520 -1.99026 1.48284 0.11
H -4.06461 -3.30689 2.68405 0.11
H -2.73357 -0.99363 -1.42011 0.01
H 1.65807 -3.64289 2.97912 0.09
H 4.11704 -3.99921 2.78483 0.11
H 5.22970 -3.42283 0.70760 0.10
H 4.01117 -2.59027 -1.24597 0.06
N 4.21581 5.31243 -3.03811 0.18
C 3.56086 4.35647 -3.03696 -0.16
C 3.03404 3.01895 -2.94879 -0.18
C 3.72146 1.83294 -3.22105 0.02
C 3.18081 0.60910 -2.85270 -0.12
N 1.94049 0.49074 -2.37111 0.02
C 1.25570 1.66039 -2.18996 -0.14
C 1.71591 2.88663 -2.43497 -0.01
H 4.67292 1.91166 -3.68350 0.12
H 3.78583 -0.27417 -3.01416 0.12
H 0.21423 1.55269 -1.87246 0.10
H 1.19900 3.82915 -2.19766 0.14
Te -1.28359 -1.87795 -3.73267 0.81
C -0.06120 -1.31562 -5.33385 -0.71
C -0.70068 -0.99850 -6.59000 -0.17
C 0.02251 -0.64658 -7.70102 -0.11
C 1.43920 -0.61503 -7.62275 -0.10
C 2.10195 -0.87630 -6.41091 -0.09
C 1.30135 -1.25574 -5.29743 -0.20
H -1.86642 -1.03188 -6.58722 0.11
H -0.57640 -0.50235 -8.58527 0.09
H 1.99898 -0.39672 -8.54887 0.10
H 3.17176 -0.87151 -6.47946 0.09
H 1.82673 -1.49828 -4.33040 0.07
F -2.06598 5.20792 5.68314 0.05
C -1.61551 4.27071 4.81422 -0.27
C -0.82659 3.24928 5.28957 -0.01
C -0.35388 2.36017 4.33889 -0.11
C -0.69962 2.43332 2.98027 -0.44
C -1.56281 3.47530 2.58016 -0.15
C -1.98824 4.44986 3.46355 -0.01
Sb 0.05303 1.07523 1.60239 1.51
C 0.58984 -0.30092 3.20584 -0.40
C -0.41801 -0.86093 3.98509 -0.16
C -0.11791 -1.67012 5.12235 0.00
C 1.23103 -1.87641 5.43680 -0.32
F 1.53850 -2.62647 6.44886 0.11
C 2.23989 -1.37529 4.59519 -0.02
C 1.93278 -0.56296 3.51935 -0.11
C 2.06890 1.77985 1.39971 -0.38
C 3.00935 0.88179 0.73982 -0.13
C 4.26739 1.31456 0.41922 -0.03
C 4.53525 2.64270 0.61557 -0.27
F 5.77464 3.08084 0.18601 0.03
C 3.72782 3.48502 1.31591 -0.02
C 2.48247 3.05273 1.70591 -0.12
H -0.69309 3.14041 6.36923 0.13
H 0.34098 1.58550 4.71586 0.11
H -1.82856 3.60271 1.52839 0.09
H -2.69142 5.25853 3.11404 0.14
H -1.45599 -0.64988 3.75311 0.10
H -0.93502 -2.18507 5.61285 0.11
H 3.22856 -1.51575 4.95659 0.11
H 2.75563 -0.13059 2.92817 0.10
H 2.76908 -0.16380 0.55959 0.08
H 5.10444 0.72087 0.07166 0.13
H 4.05490 4.47071 1.61918 0.13
H 1.80390 3.71069 2.23389 0.10
```

Its expectation value of S² is 2.00. The total charge is 0. The value obtained for the frontier orbital gap (spin up / spin down) is 0.21002 / 0.21380 hartree. Its multiplicity is 3. The value obtained for the HOMO energy (spin up / spin down) is -0.251 / -0.255 Eh.



[6]
Entry from the OMol25 dataset: a cluster of 7 separate species, C32H29Br3N6O12 in total in a non-equilibrium geometry (ωB97M-V with the def2-TZVPD basis set).

Geometry as XYZ:
```
82
Properties=species:S:1:pos:R:3:lowdin_charge:R:1
C -2.93501 0.59886 0.81925 0.06
N -2.35588 -0.77225 0.84134 -0.38
O -2.04370 -1.27802 -0.25908 0.00
O -2.04347 -1.30476 1.89875 0.06
H -2.09054 1.27707 0.69674 0.07
H -3.52534 0.72335 1.72706 0.11
H -3.68919 0.66404 0.03498 0.07
C 0.28603 -3.47976 -0.00244 -0.04
C 0.94376 -4.70508 0.17655 -0.07
C 1.97118 -5.09483 -0.62234 0.01
C 2.42650 -4.17302 -1.62344 -0.11
C 1.78098 -2.93321 -1.83315 0.01
C 0.67455 -2.61675 -1.04013 -0.08
N 3.62572 -4.43360 -2.44248 -0.33
O 4.31756 -5.42648 -2.19194 0.07
O 3.96337 -3.59574 -3.27623 0.07
H -0.55872 -3.12429 0.56890 0.08
H 0.60317 -5.41134 0.91924 0.12
H 2.44369 -6.06129 -0.52696 0.12
H 2.10850 -2.28992 -2.63645 0.11
H 0.20264 -1.65174 -1.15166 0.03
C -1.39818 8.73536 -3.45737 -0.04
C -1.60011 8.04027 -4.64091 -0.04
C -1.61850 6.65223 -4.56935 0.00
C -1.45806 5.97394 -3.37854 -0.15
C -1.33998 6.68873 -2.18967 0.00
C -1.29639 8.09171 -2.20400 -0.02
N -1.38746 4.51297 -3.30577 -0.29
O -1.91355 3.77837 -4.15284 0.10
O -0.79691 3.99322 -2.35685 0.01
H -1.34383 9.81101 -3.53755 0.11
H -1.54579 8.52372 -5.60513 0.12
H -1.60129 6.04323 -5.46111 0.13
H -1.23667 6.12177 -1.27628 0.11
H -1.10297 8.71375 -1.34257 0.11
C -4.43546 -0.65454 -2.52320 -0.07
C -3.91443 0.62808 -2.60172 -0.10
C -4.75558 1.61006 -2.11905 -0.04
C -5.96631 1.34953 -1.48179 -0.12
C -6.35689 0.01584 -1.22078 0.01
C -5.61465 -0.94837 -1.83911 -0.07
N -6.74352 2.48448 -0.89601 -0.34
O -6.50885 3.62673 -1.24369 0.07
O -7.57908 2.28685 -0.02853 0.08
H -3.91446 -1.49315 -2.96103 0.11
H -2.97624 0.92757 -3.04503 0.06
H -4.32857 2.59752 -2.21392 0.12
H -7.13728 -0.19891 -0.50575 0.13
H -5.80717 -2.00704 -1.74669 0.12
C 3.52664 -3.38711 2.18326 -0.06
C 3.08818 -2.09245 1.79417 -0.05
C 3.78517 -1.33577 0.80290 -0.01
C 4.98775 -1.85429 0.29008 -0.14
C 5.36122 -3.15925 0.58416 0.02
C 4.61232 -3.91269 1.52115 -0.06
N 5.81120 -1.04915 -0.60884 -0.35
O 6.73955 -1.55462 -1.20751 0.11
O 5.38617 0.05751 -0.83433 0.01
H 2.94599 -3.94027 2.90662 0.10
H 2.24363 -1.61215 2.26581 0.05
H 3.35512 -0.38737 0.51656 0.03
H 6.17879 -3.75362 0.20375 0.13
H 4.86240 -4.94087 1.73728 0.11
C 0.36895 -0.99903 3.98942 -0.12
C 0.18284 -2.35474 4.30078 -0.05
C 1.08492 -2.99779 5.17004 -0.01
C 2.10785 -2.29538 5.76285 -0.12
C 2.26866 -0.87807 5.49643 0.02
C 1.43900 -0.28071 4.56859 -0.10
N 3.00122 -2.96304 6.71838 -0.35
O 3.80482 -2.34124 7.33749 0.11
O 2.88445 -4.19959 6.85315 0.05
H -0.35094 -0.50015 3.35754 0.05
H -0.67391 -2.78841 3.80651 0.10
H 0.90968 -4.04307 5.37760 0.12
H 3.03892 -0.27567 5.95491 0.12
H 1.61880 0.77691 4.44398 0.10
C 1.00100 1.74144 -0.66266 -1.41
Br -0.25020 1.04740 -2.04064 0.98
Br 2.84672 1.96085 -1.32734 0.73
Br 0.84414 0.77586 1.03798 0.78
H 0.56173 2.72065 -0.47219 -0.03
```

Its expectation value of S² is 0.76. The total charge is +1. The value obtained for the frontier orbital gap (spin up / spin down) is 0.25842 / 0.08191 hartree. Its multiplicity is 2. The value obtained for the HOMO energy (spin up / spin down) is -0.434 / -0.433 Eh.



The energy above the lowest of the compared OMol25 structures with the same formula, charge and spin results, record by record, are as follows: 134.0 100.2 53.1 85.3 0.0 0.0 kcal per mole.